Molecular formula: C64H170N14O18
Method: DFT, ωB97M-V/def2-TZVPD

Last column: Löwdin charge in e.
Element x y z (Å)
C -4.2918 6.5311 0.2287  -0.052
C -3.2938 5.6438 -0.5278  -0.380
C -1.9399 5.6205 0.1720  -0.207
O -1.3832 6.9155 0.0652  -0.167
C -0.0182 6.7929 0.2882  -0.137
N -3.8018 4.2376 -0.5685  0.053
H -4.4636 6.0950 1.2054  0.076
H -5.2283 6.6852 -0.2787  0.069
H -3.8996 7.5303 0.4668  0.082
H -3.1510 6.0030 -1.5618  0.134
H -1.2304 4.9274 -0.2419  0.100
H -2.0283 5.2408 1.1617  0.099
H 0.2284 6.3070 1.2395  0.059
H 0.5220 7.7320 0.3449  0.097
H 0.4365 6.2071 -0.5286  0.079
H -3.7003 3.8019 -1.4586  0.001
H -4.8115 4.2917 -0.4335  0.063
C -2.5869 -1.1627 4.5473  -0.065
C -2.8074 0.2570 4.9293  -0.449
C -2.6372 1.0866 3.6461  -0.197
O -2.6588 2.3992 4.1689  -0.195
C -2.3090 3.3833 3.1978  -0.089
N -4.1323 0.5878 5.4455  0.064
H -1.5841 -1.2175 4.1256  0.049
H -3.1823 -1.4491 3.6413  0.075
H -2.7997 -1.8817 5.3499  0.092
H -1.9566 0.5847 5.5757  0.116
H -3.4805 0.8887 2.9531  0.142
H -1.6880 0.7979 3.1670  0.107
H -3.0138 3.3717 2.3720  0.084
H -1.2964 3.3333 2.8789  0.057
H -2.2109 4.3259 3.7422  0.083
H -4.4620 -0.0070 6.2190  0.084
H -4.1487 1.5674 5.6264  0.053
C 4.5592 2.2476 -3.4356  -0.047
C 5.1410 1.5108 -4.6599  -0.440
C 6.5030 0.9120 -4.3398  -0.266
O 7.0346 0.4406 -5.5270  -0.185
C 8.4157 0.0298 -5.3725  -0.077
N 4.2748 0.4381 -5.0974  0.051
H 3.5441 2.5650 -3.7401  0.066
H 5.0506 3.1042 -3.1009  0.058
H 4.4932 1.5176 -2.6566  0.060
H 5.3231 2.2160 -5.5002  0.146
H 6.3848 0.0641 -3.6201  0.141
H 7.1298 1.7193 -3.9019  0.132
H 8.5422 -0.9069 -4.8390  0.082
H 9.0110 0.7448 -4.8289  0.077
H 8.8619 -0.1500 -6.3359  0.081
H 4.0420 -0.1477 -4.3035  0.075
H 4.8863 -0.1453 -5.6989  0.086
C -3.5531 4.4548 -5.5620  -0.038
C -4.1268 3.4723 -4.5115  -0.415
C -4.6856 2.2630 -5.2391  -0.209
O -3.6240 1.6375 -5.9253  -0.215
C -4.0109 0.5364 -6.7036  -0.101
N -3.1672 3.0536 -3.4997  0.066
H -2.9504 5.2034 -5.0317  0.060
H -4.3360 5.0210 -6.1086  0.089
H -2.8637 3.8430 -6.1735  0.079
H -4.9263 3.9716 -3.9242  0.138
H -5.4552 2.6054 -5.9171  0.122
H -5.1297 1.5577 -4.4934  0.122
H -3.0818 0.1946 -7.1509  0.082
H -4.7563 0.7761 -7.4910  0.099
H -4.4589 -0.2746 -6.1089  0.072
H -3.4301 2.1909 -3.0650  0.035
H -2.2170 2.9996 -3.8735  0.050
C 1.0399 -0.7419 8.2408  -0.069
C 2.2489 -0.4572 7.3991  -0.433
C 1.7498 -0.0447 6.0266  -0.192
O 2.8382 0.0773 5.1022  -0.199
C 2.4454 0.8479 3.9768  -0.098
N 3.0921 0.5266 8.0468  0.061
H 1.3721 -1.2988 9.1149  0.086
H 0.2290 -1.3065 7.7526  0.087
H 0.4815 0.1713 8.5220  0.053
H 2.8580 -1.3594 7.3348  0.133
H 1.1782 0.8985 5.9916  0.101
H 1.0697 -0.8137 5.6729  0.104
H 3.3607 0.9267 3.3957  0.085
H 2.1132 1.8503 4.1888  0.065
H 1.5791 0.4329 3.4302  0.089
H 3.6135 1.0657 7.3906  0.061
H 2.5174 1.1784 8.5662  0.068
C 6.2598 -5.0471 2.7831  -0.079
C 5.4891 -4.4116 1.6890  -0.478
C 5.1825 -2.9813 1.9877  -0.234
O 4.4652 -2.3966 0.9287  -0.214
C 4.2982 -0.9970 1.0598  -0.083
N 6.2185 -4.5361 0.3925  0.054
H 5.7055 -4.8984 3.7381  0.090
H 7.2580 -4.5773 2.9170  0.095
H 6.2892 -6.0958 2.5397  0.075
H 4.5703 -5.0089 1.5984  0.127
H 6.1306 -2.4642 2.1752  0.135
H 4.5649 -2.9204 2.9034  0.123
H 5.2822 -0.5432 0.8346  0.102
H 3.9233 -0.7518 2.0528  0.066
H 3.5894 -0.6849 0.2900  0.072
H 6.6853 -3.6193 0.2884  0.076
H 5.4933 -4.4628 -0.3382  0.063
C -2.9154 -2.1440 -4.3447  -0.037
C -2.7614 -0.9952 -3.3495  -0.470
C -4.0769 -0.6265 -2.6674  -0.180
O -3.8478 0.5579 -1.8957  -0.222
C -5.0188 0.9520 -1.1627  -0.078
N -1.6973 -1.1639 -2.4335  0.081
H -3.3238 -2.9707 -3.7505  0.069
H -1.9293 -2.4327 -4.7879  0.085
H -3.4877 -1.9813 -5.2581  0.057
H -2.4929 -0.0786 -3.8792  0.117
H -4.2484 -1.4812 -2.0110  0.103
H -4.8768 -0.4043 -3.4455  0.137
H -4.8895 1.9752 -0.8772  0.048
H -5.1374 0.3825 -0.2633  0.063
H -5.9928 0.8692 -1.7066  0.105
H -1.5782 -0.3563 -1.8159  0.055
H -1.9388 -1.9096 -1.7851  0.061
C 2.9595 5.7757 -4.6224  -0.070
C 1.6521 5.0151 -4.6206  -0.432
C 0.7384 5.6608 -3.6309  -0.246
O 0.5191 7.0216 -3.9759  -0.177
C -0.6572 7.4730 -3.2254  -0.047
N 0.9986 4.9459 -5.9465  0.053
H 2.9320 6.8396 -4.8455  0.077
H 3.6944 5.3020 -5.2886  0.076
H 3.3479 5.7136 -3.5849  0.086
H 1.9229 4.0203 -4.2679  0.113
H 1.1546 5.5573 -2.6107  0.116
H -0.2238 5.1527 -3.5162  0.109
H -0.9113 8.4716 -3.5756  0.092
H -0.4849 7.3461 -2.1536  0.066
H -1.5201 6.9390 -3.5494  0.058
H 0.4731 5.7837 -6.1688  0.077
H 1.7282 4.7588 -6.6425  0.079
C 1.9078 1.8158 -1.0107  -0.059
C 0.4195 1.5813 -0.9611  -0.429
C -0.0459 1.8341 0.4481  -0.191
O 0.2091 0.7560 1.3705  -0.169
C -0.5835 -0.3648 1.0647  -0.103
N -0.2883 2.4354 -1.9456  0.091
H 2.2570 1.4543 -1.9749  0.058
H 2.3963 1.3563 -0.1167  0.083
H 2.1794 2.8646 -0.9634  0.075
H 0.2515 0.5061 -1.1796  0.115
H -1.1372 2.0571 0.3331  0.129
H 0.4520 2.7274 0.7957  0.095
H -1.4951 -0.0747 0.6370  0.062
H -0.9395 -0.7707 1.9851  0.058
H -0.0860 -1.0635 0.3787  0.084
H -1.1434 2.7628 -1.5375  0.028
H -0.4847 2.1113 -2.8945  0.039
C 0.1402 -0.3843 -5.5496  -0.046
C 0.5277 1.0435 -5.9662  -0.404
C 0.4501 1.2807 -7.5588  -0.173
O 1.3904 0.5230 -8.3306  -0.200
C 2.5935 1.2348 -8.5218  -0.128
N -0.3445 1.9994 -5.3522  0.057
H 0.1548 -0.4825 -4.4613  0.063
H 0.8630 -1.1012 -5.9255  0.074
H -0.8239 -0.6595 -6.0146  0.070
H 1.5633 1.2237 -5.7323  0.101
H 0.5465 2.3502 -7.7815  0.104
H -0.5303 0.9688 -7.9584  0.115
H 2.5461 1.9426 -9.3507  0.080
H 3.2877 0.4045 -8.6275  0.086
H 2.9064 1.8396 -7.6251  0.084
H -1.2724 1.7231 -5.5435  0.029
H -0.1283 2.9835 -5.5113  0.048
C 1.3709 -4.1713 6.9788  -0.069
O 0.1964 -5.0168 7.1838  -0.205
C 0.1784 -6.2164 6.3194  -0.174
C -1.0941 -6.1297 5.4548  -0.191
N -1.2541 -4.8868 4.6516  -0.035
C -0.4305 -4.9180 3.4368  -0.218
C -0.3479 -3.5092 2.9205  -0.186
O 0.3854 -2.6834 3.9065  -0.228
C 1.8008 -2.5418 3.6610  -0.084
H 1.2143 -3.4967 6.1115  0.070
H 2.1925 -4.8166 6.7767  0.070
H 1.5590 -3.5983 7.8905  0.078
H 0.0613 -7.0718 6.9927  0.117
H 1.0617 -6.3137 5.7134  0.099
H -1.9032 -6.1402 6.1571  0.099
H -1.2009 -6.9876 4.7436  0.127
H -0.9113 -4.1819 5.2660  0.070
H -0.9316 -5.6326 2.7137  0.136
H 0.5990 -5.2367 3.5550  0.106
H -1.3589 -3.1121 2.8713  0.090
H 0.1628 -3.3680 1.9649  0.097
H 2.0505 -2.4732 2.6016  0.080
H 2.3165 -3.4191 4.0437  0.076
H 2.2511 -1.7169 4.2205  0.063
C 1.4363 -2.9571 -0.8963  -0.112
O 1.9576 -4.1259 -1.4924  -0.170
C 2.2246 -5.1198 -0.4808  -0.215
C 2.8689 -6.3322 -1.1042  -0.222
N 1.9234 -6.7720 -2.0980  -0.068
C 2.3814 -8.0107 -2.7168  -0.203
C 3.5782 -7.7823 -3.6542  -0.286
O 3.2726 -6.8494 -4.6102  -0.174
C 4.3661 -6.5311 -5.4862  -0.081
H 0.5917 -3.1898 -0.2483  0.059
H 1.1716 -2.3356 -1.7314  0.084
H 2.1139 -2.4588 -0.2039  0.064
H 1.2625 -5.4770 -0.0982  0.117
H 2.8581 -4.7168 0.3233  0.101
H 2.9138 -7.1003 -0.3466  0.128
H 3.7902 -6.0138 -1.5714  0.107
H 1.7232 -6.0793 -2.8617  0.135
H 1.5876 -8.4109 -3.3674  0.117
H 2.5820 -8.7786 -1.9722  0.115
H 3.9207 -8.7449 -4.0449  0.123
H 4.3683 -7.4096 -2.9700  0.112
H 4.7352 -7.3866 -6.0549  0.082
H 5.2138 -6.1636 -4.8946  0.089
H 4.1077 -5.8048 -6.2430  0.081
C 1.8811 4.5394 2.4289  -0.100
O 1.5585 4.4260 3.8043  -0.204
C 0.8271 5.5033 4.3050  -0.236
C 0.7698 5.4343 5.8355  -0.187
N -0.3018 4.5640 6.3307  -0.021
C 0.0159 3.1578 6.2579  -0.239
C -0.8411 2.3620 7.1560  -0.296
O -0.5949 2.7748 8.4404  -0.178
C -1.3885 2.0621 9.3682  -0.096
H 2.4481 5.4767 2.2606  0.101
H 0.9531 4.4771 1.8279  0.061
H 2.5390 3.7068 2.1541  0.088
H -0.2395 5.4764 4.0157  0.111
H 1.2106 6.4569 3.8942  0.124
H 0.5821 6.4295 6.1813  0.108
H 1.7677 5.2082 6.1981  0.117
H -0.4912 4.7803 7.2987  0.106
H 1.0771 2.9555 6.4366  0.113
H -0.0604 2.7367 5.2348  0.117
H -0.7426 1.2694 6.9766  0.099
H -1.9120 2.5834 6.9211  0.135
H -1.0867 2.3634 10.3744  0.091
H -1.2549 0.9615 9.2444  0.085
H -2.4552 2.3236 9.2530  0.095
C -7.8381 -4.6719 -1.2636  -0.066
O -7.8967 -3.2799 -0.8864  -0.182
C -7.7382 -2.9925 0.4504  -0.255
C -6.3282 -3.2185 1.0233  -0.203
N -5.3516 -2.2820 0.4703  -0.047
C -4.0116 -2.5497 0.9239  -0.203
C -3.4280 -3.8541 0.4009  -0.166
O -3.1369 -3.8385 -1.0418  -0.214
C -2.6027 -5.0602 -1.4289  -0.134
H -8.4668 -5.2081 -0.5681  0.083
H -6.8528 -5.0914 -1.1857  0.070
H -8.2363 -4.7932 -2.2611  0.086
H -8.0504 -1.9580 0.5378  0.125
H -8.4205 -3.5200 1.1205  0.116
H -6.4628 -3.0570 2.1042  0.125
H -5.9921 -4.2817 0.9048  0.109
H -5.4597 -2.3457 -0.5433  0.098
H -3.3387 -1.7011 0.6807  0.115
H -3.9928 -2.6508 2.0170  0.108
H -2.5328 -4.1106 0.9392  0.098
H -4.1485 -4.6690 0.4998  0.103
H -3.2822 -5.9102 -1.2261  0.096
H -1.6047 -5.2517 -1.0372  0.082
H -2.4624 -5.0424 -2.5140  0.086

Cartesian forces, eV/Å:
C 1.0 0.4 0.4
C -0.2 -0.8 -0.4
C -0.7 0.6 -1.2
O 0.0 0.1 0.6
C 1.3 -0.1 0.1
N -0.8 1.0 1.2
H -0.3 -0.4 0.2
H -0.4 -0.2 -0.3
H 0.2 -0.3 -0.4
H 0.0 0.1 0.3
H 0.1 -0.6 -1.0
H -0.4 0.2 1.5
H -0.3 -0.2 -0.1
H -0.4 0.5 -0.3
H 0.1 0.0 0.2
H 0.6 -0.1 -1.0
H 0.2 -0.1 0.2
C -0.6 -1.0 -1.1
C 0.1 0.6 -0.8
C -0.2 -0.3 1.2
O 0.6 0.7 -1.3
C -0.4 0.4 1.4
N 0.2 -1.5 0.0
H 0.4 -0.4 0.7
H -0.2 0.3 0.9
H 0.4 0.0 -0.3
H -0.7 -0.3 -0.2
H 0.3 0.2 0.2
H 0.0 0.6 0.1
H 0.0 0.3 -0.2
H 1.1 -1.1 -0.8
H -1.0 0.2 -0.1
H 0.5 0.7 -0.4
H -0.3 0.5 0.5
C -1.5 -1.4 -2.1
C 0.9 0.7 0.5
C -0.2 0.8 1.1
O 2.1 -0.6 -0.6
C -0.8 -0.3 -0.1
N 0.1 -0.4 -1.0
H 0.3 -0.2 0.4
H 1.2 1.3 0.4
H -0.2 -0.3 0.8
H -0.3 -0.3 0.4
H 0.1 0.6 -0.1
H 0.1 -0.5 0.0
H -0.5 -0.3 0.3
H 0.1 0.7 0.1
H -0.1 0.3 -0.5
H -0.1 0.0 0.1
H -0.9 0.3 0.3
C 0.5 -0.2 1.0
C -0.5 0.4 0.2
C -0.1 -0.3 0.8
O -0.3 0.1 0.1
C -0.3 -0.2 -0.2
N 1.1 1.3 -0.4
H 0.0 -0.1 -0.1
H 0.5 -0.8 0.1
H -0.5 0.7 -0.2
H -0.1 -0.2 -0.7
H -0.4 -0.1 -0.5
H 0.1 0.3 -0.5
H -0.1 -0.3 -0.2
H 0.4 0.2 0.3
H 0.2 0.2 0.1
H 0.1 -0.7 0.1
H -0.4 -0.3 0.1
C -1.1 -0.1 0.6
C -0.3 0.5 -0.7
C 0.4 0.0 -0.7
O -0.6 0.5 0.5
C 0.2 -0.4 -0.3
N -0.3 0.1 0.9
H -0.4 0.2 0.3
H 0.7 -0.3 -0.2
H 0.8 -0.1 0.2
H -0.1 -0.3 -0.5
H 0.3 -0.2 0.6
H -0.3 -0.3 -0.3
H -0.3 0.0 -0.5
H 0.1 0.7 0.7
H 0.6 -0.4 -0.1
H 0.5 0.2 -0.6
H 0.0 0.1 0.0
C 0.2 0.6 1.4
C -0.3 -0.4 -1.4
C -0.8 0.4 0.6
O -0.3 -0.3 -0.3
C 0.7 -0.4 -0.6
N -0.7 1.0 -0.1
H 0.4 -0.3 -0.4
H -0.4 -0.6 -0.2
H 0.6 -0.4 0.3
H 0.0 0.4 -0.1
H 0.1 0.3 0.0
H 0.3 0.1 0.0
H -0.4 0.3 0.4
H 0.1 0.3 0.1
H 0.0 0.0 0.2
H 0.1 -0.7 -0.1
H 0.5 -0.2 0.3
C 1.1 -0.6 0.2
C -0.7 2.2 -1.7
C 0.2 0.2 -0.7
O -1.1 -0.2 -0.1
C -0.3 -0.1 -0.6
N 1.1 -0.9 1.6
H 0.0 -0.3 -0.5
H -0.5 0.1 0.9
H -0.6 0.4 0.5
H 0.0 0.1 -0.5
H -0.9 0.0 0.1
H 0.6 -0.6 1.0
H 0.2 0.6 0.1
H 0.1 -0.6 0.6
H 0.9 -0.1 -0.1
H -0.2 0.0 -0.6
H 0.1 -0.4 0.0
C 1.2 -0.1 0.7
C 0.0 0.8 -0.8
C -0.5 -0.1 1.0
O -1.3 0.0 0.8
C 1.4 0.3 -1.1
N 0.6 -0.9 0.3
H -0.5 0.0 -0.2
H -0.1 0.1 0.1
H 0.1 0.0 -0.5
H -0.5 -0.3 -0.1
H 0.2 0.3 -0.2
H -0.1 -0.2 -0.5
H 0.6 0.4 0.5
H -0.2 0.4 -0.2
H -0.7 -1.1 0.0
H 0.4 0.1 0.1
H -0.6 0.3 0.1
C 0.6 -0.4 0.2
C 0.2 -0.7 -1.1
C -1.4 0.0 -0.2
O -0.1 1.2 -0.8
C 0.7 -0.1 0.1
N 0.3 0.2 0.8
H 0.5 -0.3 0.2
H -0.2 -0.1 -0.9
H -0.3 0.4 0.0
H 0.0 0.4 0.0
H 0.4 -0.3 0.8
H 0.1 0.1 0.5
H -1.4 0.7 -1.2
H 0.5 -1.0 0.8
H -0.1 -0.1 0.4
H -0.6 0.2 0.0
H 0.6 -0.5 0.4
C 0.3 0.4 -0.6
C 0.0 -0.1 -2.3
C -0.3 -1.1 0.4
O -0.6 1.0 0.7
C 0.4 -0.3 1.2
N 0.8 0.2 1.4
H -0.4 0.0 -0.1
H 0.2 0.0 -0.2
H 0.1 0.1 0.5
H 0.5 0.1 0.5
H 0.1 0.0 0.2
H 0.0 0.1 0.5
H 0.0 -0.2 -0.4
H 0.7 0.6 -0.5
H -0.3 -0.7 -0.5
H -1.4 0.3 -0.3
H -0.2 -0.3 -0.4
C -1.6 -0.2 -0.2
O 1.0 -0.4 -1.0
C -1.3 1.2 0.7
C 0.1 0.1 -1.0
N 0.6 -1.7 0.0
C -0.9 -0.3 -0.5
C 0.9 1.0 0.7
O -0.1 0.1 -0.9
C -0.3 -0.8 0.2
H 0.1 -0.2 0.5
H 1.0 -0.4 -0.1
H -0.2 -0.1 -0.2
H 0.3 0.0 -0.2
H 0.6 0.1 -0.1
H -0.7 -0.2 0.3
H 0.2 0.4 0.8
H 0.2 1.0 0.3
H 0.6 0.9 0.5
H 0.4 -0.5 0.4
H 0.0 0.3 0.0
H -0.1 -0.4 -0.1
H -0.2 0.2 -0.2
H 0.2 -0.5 0.0
H -0.6 0.1 -0.3
C 0.1 -0.4 0.1
O 0.7 -0.6 1.2
C -0.1 0.3 -0.1
C -1.4 1.7 -0.7
N -0.6 -0.9 -1.3
C -0.8 0.3 -1.7
C 0.8 -0.8 2.3
O 0.0 0.9 -1.8
C 0.3 -0.5 0.7
H -0.6 -0.1 -0.3
H -0.4 0.6 -0.1
H 0.6 0.1 -0.2
H -0.1 0.3 0.3
H -0.2 0.2 -0.1
H 0.6 -0.3 0.2
H 0.9 -0.3 0.3
H 0.6 -0.7 1.3
H -0.1 0.1 0.3
H 0.3 0.1 0.1
H 0.0 0.0 -0.3
H 0.3 -0.1 -0.6
H -0.2 -0.4 0.2
H -0.1 0.1 0.0
H -0.6 0.4 0.2
C -0.1 0.0 0.3
O 0.5 -0.6 -0.3
C -1.1 0.4 0.3
C -0.1 0.1 -0.6
N 0.5 0.3 -0.4
C 0.9 -0.5 -1.7
C -1.8 -0.3 -1.1
O 0.4 -0.4 1.8
C -0.1 -0.1 0.2
H -0.4 -0.2 -0.2
H 0.5 0.3 0.1
H -0.2 0.1 0.2
H 0.2 -0.2 -0.4
H 0.2 -0.2 0.5
H -0.4 0.7 0.3
H 0.3 -0.5 0.2
H 0.0 0.1 0.1
H 0.3 0.1 0.6
H -0.5 0.5 0.2
H 0.3 0.4 0.4
H 0.4 -0.1 -0.1
H 0.1 -0.1 -0.2
H -0.2 0.7 0.1
H 0.2 -0.2 -0.1
C -0.6 1.0 1.0
O 0.1 -1.0 -1.8
C 0.6 0.0 1.1
C -0.4 0.0 0.2
N -1.1 -0.1 0.0
C 0.8 -0.2 -0.5
C -0.2 -0.1 -1.6
O -0.3 1.0 1.6
C 0.1 -0.8 -1.2
H -0.4 -0.5 0.2
H 0.7 -0.1 -0.1
H 0.0 0.2 -0.2
H 0.4 0.4 0.2
H -0.3 -0.6 -0.2
H 0.4 0.1 -0.1
H -0.6 0.6 0.0
H 0.4 0.2 0.2
H -0.3 -0.4 0.0
H -0.2 0.2 -0.1
H 0.6 -0.2 0.3
H 0.1 -0.1 0.4
H 0.2 0.3 0.2
H 0.1 -0.1 0.5
H -0.1 0.1 0.0

Output
* HOMO energy: -8.18 eV
* net charge: 0
* gap between HOMO and LUMO: 0.3173 Eh
* molar mass: 1424.144 g mol⁻¹



Molecular formula: C5H5NO
Method: DFT, ωB97M-V/def2-TZVPD

Last column: Löwdin charge in e.
Element x y z (Å)
O -1.1568 2.0308 1.2640  0.074
C -1.0683 1.1516 0.4448  -0.235
C -0.3826 -0.1495 0.7313  -0.193
C -0.2827 -1.2164 -0.3130  -0.061
C 0.9387 -0.4067 0.0182  -0.220
C 1.4023 0.5655 -0.9480  -0.192
N 1.7508 1.3449 -1.7294  0.162
H -1.4857 1.2698 -0.5768  0.137
H -0.4093 -0.4394 1.7776  0.149
H -0.7385 -1.0292 -1.2822  0.120
H -0.2942 -2.2528 0.0073  0.113
H 1.7263 -0.8684 0.6062  0.145

Cartesian forces, eV/Å:
O -0.1 -0.4 -0.3
C 0.0 0.2 0.2
C 0.0 0.1 0.2
C -0.1 -0.1 -0.1
C 0.2 0.0 0.0
C 0.3 0.6 -0.7
N -0.3 -0.8 0.8
H 0.1 0.0 0.1
H 0.1 0.1 -0.2
H 0.0 0.0 0.2
H 0.0 0.2 0.0
H -0.1 0.1 -0.1

Output
* SMILES string: N#C[C@@H]1C[C@@H]1C=O
* HOMO energy: -10.37 eV
* net charge: 0
* gap between HOMO and LUMO: 0.4030 Eh
* molar mass: 95.101 g mol⁻¹



Molecular formula: C2H3NO3
Method: DFT, ωB97M-V/def2-TZVPD

Last column: Löwdin charge in e.
Element x y z (Å)
C -1.4434 0.5183 2.2372  -0.003
C -1.6712 -0.2681 1.3372  -0.017
N 1.6057 -0.2711 -1.1251  -0.443
O 0.9780 0.4608 -2.2877  0.047
O 2.7399 -0.1360 -1.1263  0.187
O 0.8353 -0.7251 -0.3680  0.115
H -1.4279 0.8753 3.2315  0.007
H 0.0275 0.3025 -2.2704  0.091
H -1.6441 -0.7567 0.3718  0.016

Cartesian forces, eV/Å:
C -0.8 -1.9 -0.8
C 0.8 1.3 -0.1
N -3.3 2.3 -2.1
O 1.2 -0.6 0.5
O 3.5 -0.1 0.0
O -1.0 -1.3 1.1
H 0.2 0.6 0.2
H -0.2 -0.3 0.5
H -0.3 0.1 0.7

Output
* SMILES string: O=[N+]([O-])O.C#C
* HOMO energy: -10.69 eV
* net charge: 0
* gap between HOMO and LUMO: 0.4070 Eh
* molar mass: 89.050 g mol⁻¹